No. 1
23
Properties=species:S:1:pos:R:3:forces:R:3:lowdin_charge:R:1 method="wB97M-V/def2-TZVPD" multiplicity=1 gap_ha=0.1939 e_homo_ev=-8.4 charge=0
C 3.9867 -0.4369 -0.0247 0.27 0.07 0.11 0.020
C 2.9205 0.5080 0.4317 -0.06 0.01 0.84 -0.505
O 2.5222 0.5243 1.5669 -0.05 0.06 -0.38 0.119
O 2.4969 1.3673 -0.5400 -0.01 -0.37 -0.06 0.075
C 1.1247 1.3019 -0.9230 -0.36 0.13 -0.52 -0.434
O 0.9192 1.1267 -2.0824 0.26 0.15 0.03 0.152
C 0.0722 1.5222 0.0946 -0.45 0.10 0.70 0.006
B -1.1297 0.4549 -0.0574 0.26 -0.32 -1.29 -0.652
O -2.4030 0.8780 -0.7089 -0.04 -0.04 0.47 -0.018
C -3.1964 -0.2559 -0.5761 0.18 0.00 -0.51 -0.186
C -2.5529 -1.0186 0.6442 -0.18 -0.10 0.34 -0.348
O -1.6724 -0.1763 1.2143 0.25 -0.51 0.39 0.002
H 4.0764 -1.2223 0.7178 -0.05 -0.15 -0.04 0.084
H 4.9382 0.0950 -0.0316 0.04 0.10 -0.18 0.093
H 3.7971 -0.8285 -1.0180 -0.04 0.01 -0.09 0.089
H 0.4533 1.4925 1.1101 0.24 0.06 0.01 0.098
H -0.2807 2.5421 -0.0772 -0.13 0.06 -0.07 0.131
H -0.7420 -0.5171 -0.7505 0.28 -0.03 0.24 0.129
H -4.2441 -0.0031 -0.4050 -0.04 0.03 0.17 0.121
H -3.1239 -0.8676 -1.4837 -0.06 -0.22 0.06 0.121
H -3.2973 -1.4136 1.3740 -0.89 0.69 0.53 0.093
H -1.9862 -1.9520 0.2251 0.36 0.16 -0.75 0.083
Cu -2.6788 -3.1209 1.2997 0.23 0.11 -0.03 0.725


No. 2
18
Properties=species:S:1:pos:R:3:forces:R:3:lowdin_charge:R:1 method="wB97M-V/def2-TZVPD" multiplicity=1 gap_ha=0.3212 e_above_lowest_kcal_mol=24.1 e_homo_ev=-8.2 smiles="C=C/C=C(/BN)C=C" charge=0
B -1.0447 0.6899 1.3681 -1.51 -2.41 -0.51 -0.241
C 1.9617 1.5558 -2.3039 1.10 0.31 -1.05 0.014
C -0.0691 -2.2493 1.1517 -0.63 -0.36 -0.38 0.031
C 1.3856 0.6610 -1.5889 -1.26 -1.91 1.09 -0.196
C -0.0357 -1.3389 0.1586 2.25 -0.72 -0.30 -0.154
C 0.4516 1.0546 -0.5513 0.76 -2.94 -1.65 -0.074
C -0.0805 0.1085 0.2384 -2.32 2.46 2.38 -0.199
N -2.3506 0.0902 1.4454 3.05 -1.49 -3.31 0.148
H -0.7518 1.3852 2.2647 0.12 0.75 0.06 0.067
H 2.7311 1.2870 -2.9732 0.59 0.28 -0.96 0.055
H 1.6120 2.5105 -2.1022 0.18 2.22 -0.21 0.042
H 0.1355 -3.3138 1.0170 0.05 0.35 -0.69 0.056
H -0.4148 -2.1304 2.1673 0.07 0.93 0.14 0.056
H 1.5646 -0.3756 -1.7655 0.39 -0.63 0.16 0.091
H 0.3463 -1.6501 -0.8152 -0.29 -0.59 0.17 0.092
H 0.2225 2.0721 -0.7397 -0.63 1.11 1.38 0.102
H -2.9341 0.3724 2.1144 -2.84 1.26 3.16 -0.003
H -2.7296 -0.7291 0.9143 0.92 1.41 0.52 0.111


So what do the calculations give for E_LUMO? Going down the list: -3.08; 0.55 eV.